(1)
# C24H60BrN4O2

A 8-piece molecular cluster, C24H60BrN4O2 overall at a distorted geometry (ωB97M-V/def2-TZVPD, OMol25).

Calculated values
max |F|	9.16	eV/Å
frontier orbital gap	1.212	eV
HOMO	-0.3907	hartree
total charge	+3
E_tot	-3892.1946	hartree

Atoms and positions in Å:
C (-5.19, -6.93, -5.23)
C (-4.79, -5.64, -4.54)
C (-5.73, -5.07, -3.53)
N (-5.64, -3.53, -3.36)
C (-6.08, -2.85, -4.61)
C (-6.41, -3.09, -2.15)
C (-5.39, -2.13, -1.44)
C (-4.34, -1.90, -2.39)
C (-4.13, -3.20, -3.18)
H (-8.12, 3.19, -4.70)
H (-4.36, -7.58, -5.68)
H (-5.49, -6.38, -11.33)
H (-3.83, -5.23, -4.88)
H (-6.17, -7.02, -5.38)
H (-5.12, -5.40, -2.65)
H (-6.72, -5.50, -3.59)
H (-7.19, -2.97, -4.57)
H (-5.65, -3.41, -5.40)
H (-5.86, -1.73, -4.61)
H (-7.26, -2.57, -2.53)
H (-6.74, -3.97, -1.58)
H (-5.87, -1.25, -1.08)
H (-5.10, -2.58, -0.49)
H (-4.84, -1.19, -2.98)
H (-3.40, -1.55, -2.04)
H (-3.57, -2.92, -4.09)
H (-3.66, -4.03, -2.61)
C (4.73, 0.58, -8.35)
C (4.29, 0.97, -7.03)
C (5.70, 3.24, -6.35)
N (5.45, 3.92, -5.20)
C (5.60, 3.07, -3.98)
C (4.08, 4.62, -5.50)
C (3.82, 5.55, -4.37)
C (5.07, 6.55, -4.53)
C (6.28, 5.82, -4.54)
H (3.79, 0.30, -8.76)
H (5.47, -0.16, -8.02)
H (4.97, 1.14, -9.20)
H (4.48, 0.57, -6.01)
H (3.66, 1.65, -6.63)
H (5.38, 3.70, -7.37)
H (6.07, 2.29, -6.18)
H (6.57, 2.75, -3.68)
H (4.98, 2.15, -4.05)
H (5.13, 3.38, -3.02)
H (3.48, 3.76, -5.60)
H (4.16, 5.32, -6.30)
H (3.98, 5.10, -3.42)
H (2.86, 5.97, -4.54)
H (5.05, 7.31, -3.70)
H (5.20, 7.17, -5.47)
H (6.64, 5.24, -3.72)
H (7.01, 6.07, -5.33)
C (1.65, -2.27, 8.08)
C (0.53, -3.28, 7.75)
C (0.97, -4.73, 7.82)
O (1.89, -4.86, 6.68)
C (2.62, -6.12, 6.58)
N (-0.70, -2.96, 8.59)
H (-1.10, -2.12, 8.26)
H (-1.42, -3.65, 8.52)
H (-0.61, -2.74, 9.66)
H (2.27, -2.52, 8.94)
H (1.44, -1.23, 7.97)
H (2.30, -2.42, 7.23)
H (0.17, -3.06, 6.78)
H (0.01, -5.28, 7.68)
H (1.54, -4.85, 8.76)
H (3.48, -5.90, 5.90)
H (2.04, -6.83, 6.07)
H (2.92, -6.37, 7.58)
C (1.50, 4.20, 5.60)
C (0.34, 4.42, 6.54)
C (-1.06, 4.43, 5.92)
O (-1.23, 3.21, 5.18)
C (-2.51, 3.20, 4.52)
N (0.53, 3.33, 7.59)
H (-0.04, 3.45, 8.44)
H (0.36, 2.41, 7.21)
H (1.47, 3.28, 7.91)
H (2.44, 4.34, 6.11)
H (1.65, 4.97, 4.77)
H (1.51, 3.15, 5.29)
H (0.43, 5.37, 7.06)
H (-1.25, 5.38, 5.31)
H (-1.85, 4.41, 6.67)
H (-3.33, 2.98, 5.25)
H (-2.56, 2.37, 3.77)
H (-2.66, 4.19, 4.16)
Br (-1.01, 0.48, 5.32)



(2)
# C24H60BrN4O4

A 5-piece molecular cluster, C24H60BrN4O4 overall at a distorted geometry (ωB97M-V/def2-TZVPD, OMol25).

Calculated values
max |F|	4.24	eV/Å
frontier orbital gap	7.128	eV
HOMO	-0.5311	hartree
total charge	+3
E_tot	-4043.4074	hartree

Atoms and positions in Å:
C (6.14, 14.60, 15.08)
C (6.18, 13.08, 15.21)
C (5.16, 12.45, 16.17)
C (4.91, 10.92, 16.06)
C (4.43, 10.56, 14.68)
C (5.57, 10.94, 13.61)
N (5.94, 12.45, 13.70)
O (6.13, 13.11, 12.77)
C (5.13, 10.81, 12.16)
C (6.82, 10.05, 13.89)
C (7.63, 12.71, 15.62)
H (5.28, 14.96, 14.47)
H (7.18, 14.83, 14.76)
H (6.04, 15.05, 16.09)
H (4.20, 12.96, 15.86)
H (5.37, 12.83, 17.18)
H (4.25, 10.64, 16.86)
H (5.88, 10.45, 16.31)
H (3.46, 11.07, 14.43)
H (4.31, 9.49, 14.55)
H (5.03, 9.74, 11.96)
H (5.81, 11.21, 11.42)
H (4.08, 11.18, 11.88)
H (7.63, 10.41, 13.20)
H (6.58, 9.01, 13.67)
H (7.19, 10.09, 14.90)
H (8.37, 12.94, 14.85)
H (7.75, 11.71, 16.08)
H (7.88, 13.35, 16.53)
C (16.27, 7.85, 14.35)
N (15.78, 7.84, 12.96)
C (16.61, 6.72, 12.34)
C (14.36, 7.39, 12.84)
C (15.76, 9.16, 12.21)
C (17.10, 9.78, 11.96)
O (17.80, 8.96, 11.03)
H (15.79, 8.64, 14.88)
H (17.32, 8.05, 14.34)
H (16.02, 6.88, 14.74)
H (16.74, 5.91, 13.08)
H (17.66, 7.14, 12.23)
H (16.11, 6.38, 11.41)
H (13.73, 8.09, 13.39)
H (14.26, 6.40, 13.24)
H (14.06, 7.41, 11.78)
H (15.11, 9.89, 12.79)
H (15.34, 8.99, 11.23)
H (17.66, 9.81, 12.86)
H (16.97, 10.85, 11.68)
H (18.60, 9.45, 10.81)
C (8.36, 7.53, 6.97)
N (7.39, 7.16, 8.05)
C (6.61, 5.92, 7.77)
C (8.23, 7.01, 9.30)
C (6.44, 8.34, 8.26)
C (6.82, 9.49, 9.21)
O (8.08, 10.05, 8.85)
H (9.14, 6.81, 6.96)
H (8.69, 8.54, 7.12)
H (7.85, 7.41, 6.02)
H (7.32, 5.14, 7.44)
H (5.89, 6.02, 6.94)
H (6.11, 5.72, 8.69)
H (8.99, 6.24, 9.12)
H (7.62, 6.86, 10.17)
H (8.77, 7.93, 9.53)
H (5.56, 7.95, 8.74)
H (6.06, 8.71, 7.30)
H (6.88, 9.01, 10.28)
H (5.99, 10.21, 9.15)
H (8.43, 10.82, 9.43)
C (8.37, 15.13, 8.53)
N (9.85, 15.54, 8.45)
C (10.67, 14.28, 8.62)
C (10.02, 16.24, 7.09)
C (10.24, 16.52, 9.50)
C (9.81, 17.99, 9.35)
O (8.41, 17.95, 9.85)
H (8.18, 14.33, 9.23)
H (8.07, 14.85, 7.51)
H (7.77, 15.97, 8.88)
H (10.31, 13.52, 7.86)
H (10.44, 13.85, 9.63)
H (11.73, 14.52, 8.62)
H (9.90, 15.47, 6.30)
H (11.00, 16.71, 7.02)
H (9.28, 16.97, 6.89)
H (11.31, 16.46, 9.58)
H (9.82, 16.20, 10.43)
H (9.99, 18.45, 8.37)
H (10.35, 18.66, 10.03)
H (7.94, 18.75, 9.65)
Br (8.35, 12.35, 11.14)